8
Properties=species:S:1:pos:R:3:mulliken_charge:R:1 method="wB97M-V/def2-TZVPD" e_tot_ev=-8928.3599 e_homo_ev="-10.490 / -8.487" charge=0 e_above_lowest_kcal_mol=153.0 largest_force_ev_per_a=2.13 homo_lumo_gap_ev="10.7305 / 7.9665" e_lumo_ev="0.240 / -0.521"
C 0.0852 0.4448 0.4406 -0.189
C -0.9748 -0.2209 -0.4459 -0.174
O 1.0310 -0.6551 0.1298 0.023
O 2.2165 -0.2984 -0.2653 -0.327
F -2.0358 -0.8278 0.0545 -0.202
H 0.2999 1.4284 -0.0177 0.264
H 0.0235 0.5441 1.5660 0.260
H -0.6454 -0.4152 -1.4621 0.345

---

9
Properties=species:S:1:pos:R:3:mulliken_charge:R:1 method="wB97M-V/def2-TZVPD" e_tot_ev=-19766.3708 e_homo_ev=-10.452 charge=0 e_above_lowest_kcal_mol=82.4 largest_force_ev_per_a=5.20 homo_lumo_gap_ev=11.0573 e_lumo_ev=0.605
C 0.7092 -0.5869 0.6042 -0.764
C 0.2327 0.7962 -0.7027 -0.031
O -1.3759 -1.5767 -0.7760 -0.562
O -1.8108 0.1454 0.9457 -0.543
F 0.2825 1.9231 -0.0140 -0.208
S -0.9782 -0.4499 -0.0330 0.979
H 1.4851 -1.2381 0.3652 0.373
H 0.8221 0.1597 1.3677 0.364
H 0.6334 0.8272 -1.7570 0.391

---

9
Properties=species:S:1:pos:R:3:mulliken_charge:R:1 method="wB97M-V/def2-TZVPD" e_tot_ev=-10977.2165 e_homo_ev=-9.402 charge=0 e_above_lowest_kcal_mol=126.5 largest_force_ev_per_a=5.12 homo_lumo_gap_ev=9.1860 e_lumo_ev=-0.216
C -0.5448 0.4375 0.3341 0.479
C -0.0947 -0.2343 -1.6110 -0.217
O -1.4127 1.1813 0.4922 -0.393
O 0.3193 -0.1327 2.5080 -0.373
O 0.3104 -0.2606 1.0024 -0.144
F 0.6583 -1.3092 -1.4418 -0.225
H 0.5229 0.6751 -2.0478 0.239
H -1.0501 -0.3579 -2.0999 0.283
H 1.2914 0.0008 2.8639 0.350